Density functional theory data (ωB97M-V/def2-TZVPD) for a cluster of 3 separate species, C5H13NS in total at a distorted geometry.

Structure (XYZ):
```
20
Properties=species:S:1:pos:R:3:lowdin_charge:R:1
H 1.89 1.13 -2.33 -0.157
H -2.31 1.39 0.93 0.074
C -1.55 1.80 1.60 -0.137
S 1.29 2.11 0.09 0.748
C -0.40 0.79 1.94 -0.255
H 1.76 -3.43 -0.59 0.047
H -0.16 0.40 2.93 0.081
H -1.12 -3.96 -1.51 0.058
N 1.33 0.71 -2.98 -0.078
C 1.05 -3.66 -1.39 -0.101
H -1.32 2.72 1.25 0.003
H 0.88 -0.12 -2.24 0.090
H 1.93 0.33 -3.89 0.080
H -2.20 2.02 2.46 0.070
C 1.02 1.05 1.20 -0.673
C -0.18 -3.73 -0.99 -0.106
H -0.80 -0.27 1.51 0.135
H 1.77 0.41 1.59 0.018
H -0.38 -3.55 0.04 0.028
H 1.46 -3.76 -2.44 0.074
```

For the HOMO energy, the calculation gives -8.7 eV. The SMILES is CCC=S.C=C.N. The calculation puts the strongest force on any atom at 5.2 eV Å⁻¹. The net charge is 0. The value obtained for the energy relative to the best compared isomer or geometry (same formula, charge and spin) is 3.870 eV. The lowest unoccupied orbital energy is 0.001 Eh.



Density functional theory data (ωB97M-V/def2-TZVPD) for a cluster of 10 separate species, C21H48BCl6F4O9 in total at a distorted geometry.

Structure (XYZ):
```
89
Properties=species:S:1:pos:R:3:lowdin_charge:R:1
H -0.42 4.16 1.16 0.104
H 2.01 -0.23 -3.13 0.128
Cl 2.14 3.01 4.53 0.521
H 2.68 -4.04 -1.84 0.112
H -0.29 -5.52 0.60 0.113
H 2.13 -6.79 0.97 0.113
H 6.05 -2.17 1.70 0.089
H 1.04 4.65 -3.35 0.069
H -0.24 3.95 -1.37 0.095
Cl -4.50 1.37 0.41 0.524
H -1.99 -3.17 -2.52 0.103
H 2.38 -2.56 2.50 0.084
C -4.08 -3.30 -2.04 -0.210
H 0.21 5.47 -0.79 0.088
F 0.54 -0.65 0.25 0.156
C -2.72 -2.54 -2.02 -0.143
H 2.49 -3.09 -0.39 0.091
B 0.61 0.73 0.23 -1.435
H 1.50 -1.70 -2.34 0.094
H -2.81 -1.56 -2.48 0.110
H -2.60 3.82 1.78 0.097
C 2.25 -4.06 -0.84 -0.183
O -0.55 6.34 1.32 -0.130
Cl -0.74 2.55 4.33 0.533
H -4.02 -1.27 0.34 0.052
F 0.33 1.31 -1.01 0.129
C 0.86 2.33 3.52 -0.991
O 3.25 -1.35 1.05 -0.080
H 2.03 3.78 -0.17 0.112
H 1.87 -5.32 1.77 0.107
H -1.81 -1.64 -0.25 0.096
Cl -3.26 2.38 -2.05 0.518
H -3.69 6.10 1.00 0.111
O 5.76 -2.30 2.60 -0.040
O 1.23 -0.88 -5.55 -0.079
H -3.88 -4.36 -1.85 0.108
C 0.52 4.72 -1.52 -0.215
H 0.57 -6.43 -0.73 0.114
H -1.39 7.01 -0.32 0.117
H -2.19 7.64 1.18 0.117
H 1.75 2.31 -1.59 0.055
H -0.35 4.86 2.83 0.088
C 4.50 -2.87 2.48 -0.284
C 0.60 -5.59 -0.03 -0.173
O 2.86 -5.08 -0.02 -0.147
H 1.06 1.26 3.45 0.016
H 0.41 -0.40 -5.41 0.079
F 1.80 1.22 0.75 0.160
C -2.51 -2.43 -0.52 -0.199
H -0.79 -0.07 3.31 -0.020
H -4.65 -3.29 -2.97 0.116
H -2.09 -3.39 -0.21 0.103
F -0.36 1.16 1.01 0.201
C -3.87 -2.31 0.05 -0.222
C 1.20 -0.96 -3.08 -0.231
C -1.03 -1.11 3.09 -0.995
O -0.05 -0.45 -2.73 -0.056
O 0.41 5.20 -2.87 -0.064
H 0.43 -4.54 -1.89 0.112
H -2.25 2.08 0.04 -0.001
H 0.29 -3.51 -0.39 0.098
H 2.42 -0.89 0.93 0.030
O 2.22 3.06 -1.95 -0.049
C 1.87 -5.75 0.77 -0.201
O -4.80 -2.72 -0.98 -0.126
C 3.29 -1.98 2.35 -0.221
C 0.76 -4.37 -0.86 -0.176
H 2.23 -2.25 -4.48 0.110
H -3.93 -2.93 0.94 0.101
H 4.30 -3.47 3.36 0.120
H -2.62 5.15 2.88 0.116
H 2.64 4.98 -1.25 0.122
C -2.99 1.51 -0.52 -0.999
Cl -0.17 -2.29 4.13 0.502
C 1.27 -1.75 -4.45 -0.234
C -2.23 4.84 1.91 -0.190
H 0.13 0.15 -2.00 0.013
H 0.49 -2.49 -4.65 0.109
C -1.70 6.80 0.70 -0.257
C -2.70 5.70 0.75 -0.169
H 0.85 2.85 2.56 0.004
H -2.81 5.15 -0.18 0.105
H 3.31 -1.19 3.10 0.118
H -0.80 -1.38 2.06 0.004
C -0.75 4.96 1.82 -0.179
H -2.56 0.51 -0.63 0.016
Cl -2.77 -1.32 3.30 0.540
H 4.52 -3.51 1.60 0.116
C 1.93 4.15 -1.19 -0.257
```

For the HOMO energy, the calculation gives -7.5 eV. The calculation puts the strongest force on any atom at 4.7 eV Å⁻¹. The net charge is -1. The lowest unoccupied orbital energy is 0.085 Eh.



Density functional theory data (ωB97M-V/def2-TZVPD) for the molecule C11H17N3O at a distorted geometry.

Structure (XYZ):
```
32
Properties=species:S:1:pos:R:3:lowdin_charge:R:1
C -2.22 0.72 -1.48 -0.215
C 0.59 -1.38 1.40 -0.249
C 0.72 0.73 0.33 -0.500
C -0.74 -1.16 -0.73 0.021
H -2.49 1.09 -0.51 0.127
H 2.48 -0.96 2.01 0.100
H 2.12 -0.31 -0.86 0.099
C 0.49 1.81 -0.67 -0.042
H 0.11 -1.66 -1.08 0.113
N -1.54 -0.60 -3.04 0.099
C 0.95 1.50 1.57 -0.042
H -1.43 -1.95 -0.47 0.127
H 0.18 1.45 -1.69 0.098
H -2.11 -0.51 1.30 0.155
H 1.74 0.95 2.26 0.135
H 0.03 1.82 2.13 0.115
H 0.75 -3.08 2.74 0.090
C 0.20 -2.22 2.32 0.078
C 2.08 -0.01 0.12 -0.122
H 1.37 2.37 -0.82 0.081
H 2.87 0.59 0.35 0.094
H 1.48 2.36 1.21 0.075
H -0.83 -2.17 2.56 0.051
H -2.81 0.50 -4.43 0.095
O -1.32 0.14 1.36 -0.021
C 2.06 -1.17 1.06 -0.129
H -0.41 2.35 -0.35 0.103
H 2.47 -2.07 0.59 0.131
N -2.78 1.20 -2.57 0.089
N -1.38 -0.28 -1.73 -0.113
C -0.27 -0.39 0.61 -0.403
C -2.34 0.33 -3.49 -0.239
```

For the HOMO energy, the calculation gives -9.8 eV. The SMILES is C=C1CCC(C)(C)[C@@]1(O)Cn1cncn1. The calculation puts the strongest force on any atom at 4.3 eV Å⁻¹. The net charge is 0. The value obtained for the energy relative to the best compared isomer or geometry (same formula, charge and spin) is 2.669 eV. The lowest unoccupied orbital energy is 0.019 Eh.